Below is a molecular structure, C8H8AsCsF6N6O6 at a distorted geometry, with properties calculated with wB97M-V/def2-TZVPD.

## Properties
2S+1 = 2
net charge = -1
frontier orbital gap (spin up / spin down) = 7.022 / 5.069 eV
HOMO level (spin up / spin down) = -5.63 / -5.60 eV
E_tot = -107344.230 eV
relative energy (zero: lowest compared OMol25 entry of this formula, charge and spin) = 242.1 kJ/mol

Geometry (Å):
Cs1 0.3781 0.2042 0.9478
N1 -0.0585 4.1401 1.3654
N2 -1.1301 4.5746 0.5616
C1 -1.8008 3.6770 -0.1994
N3 -2.7693 4.1764 -0.9789
N4 -1.4113 2.4177 -0.0257
N5 -2.0617 1.4521 -0.7928
O1 -2.9562 1.6787 -1.5776
O2 -1.6317 0.3397 -0.5668
H1 -0.4045 3.7374 2.2357
H2 0.5353 4.9369 1.5461
H3 -1.5561 5.4722 0.7339
H4 -2.8877 5.1712 -1.0392
H5 -3.3328 3.5477 -1.5249
O3 3.6175 -5.3297 -3.6694
C2 2.5212 -5.6533 -3.1803
O4 1.9355 -6.7508 -3.2088
C3 1.7944 -4.5471 -2.4253
C4 0.4827 -4.7054 -1.9424
C5 -0.1695 -3.6958 -1.2886
N6 0.4799 -2.5213 -1.0637
C6 1.6507 -2.4245 -1.5162
C7 2.4278 -3.3246 -2.2182
C8 2.4036 -0.8936 -1.1798
O5 2.5538 -0.2838 -2.2054
O6 2.5470 -0.7679 0.0167
H6 0.0116 -5.6627 -2.1194
H7 -1.1813 -3.7792 -0.9217
H8 3.4170 -3.1445 -2.6029
F1 -1.3488 2.6415 3.8882
As1 -0.4893 1.1257 4.1698
F2 -1.4049 0.4546 2.8314
F3 0.7011 1.7068 3.0207
F4 0.3961 -0.3616 4.2049
F5 0.4330 1.8177 5.4547
F6 -1.6916 0.5739 5.2707

Which charges does Löwdin predict for the atoms? In e, they are:
1 Cs 1.69
2 N 0.06
3 N -0.03
4 C -0.40
5 N 0.18
6 N 0.10
7 N -0.44
8 O 0.05
9 O -0.24
10 H 0.06
11 H 0.09
12 H 0.14
13 H 0.11
14 H 0.09
15 O -0.04
16 C -0.70
17 O -0.04
18 C -0.08
19 C 0.00
20 C -0.08
21 N 0.12
22 C -0.16
23 C 0.07
24 C -0.66
25 O 0.15
26 O -0.18
27 H 0.12
28 H 0.11
29 H 0.13
30 F -0.27
31 As 0.69
32 F -0.44
33 F -0.47
34 F -0.26
35 F -0.24
36 F -0.23